Entry 1:
# C20H41N2OP3Sm

A molecular structure, C20H41N2OP3Sm in a non-equilibrium geometry (ωB97M-V/def2-TZVPD, the Open Molecules 2025 dataset).

XYZ file:
```
68
C20H41N2OP3Sm | the Open Molecules 2025 dataset | ωB97M-V/def2-TZVPD
Sm -1.40 0.89 -0.57
P -1.93 -1.85 0.87
P 0.94 -0.59 2.37
P 1.21 -1.62 -0.88
H -1.18 4.05 -1.79
C -1.58 3.29 -2.41
C -2.58 2.34 -2.10
H -3.21 2.35 -1.21
C -3.48 -1.38 1.81
C -1.25 -3.07 2.09
C -2.58 -2.99 -0.46
C 2.47 0.44 2.38
C 0.34 -0.15 4.04
C 1.72 -2.21 2.82
C 1.08 -1.76 -2.70
C 1.32 -3.48 -0.62
C 2.99 -1.06 -0.82
H -1.33 3.43 -3.45
H -2.71 1.55 -2.87
H -3.91 -0.45 1.40
H -3.25 -1.18 2.88
H -4.22 -2.19 1.74
H -1.00 -2.56 3.04
H -0.32 -3.52 1.73
H -1.94 -3.89 2.32
H -2.95 -2.37 -1.29
H -3.40 -3.57 -0.04
H -1.82 -3.66 -0.89
H 2.92 0.37 3.38
H 2.16 1.47 2.16
H 3.19 0.10 1.61
H 1.20 -0.17 4.72
H -0.41 -0.88 4.36
H -0.11 0.85 4.03
H 2.68 -2.01 3.31
H 1.88 -2.83 1.92
H 1.08 -2.77 3.52
H 1.63 -2.64 -3.06
H 1.52 -0.85 -3.11
H 0.01 -1.86 -2.96
H 1.45 -3.98 -1.59
H 0.39 -3.87 -0.18
H 2.18 -3.73 0.01
H 3.51 -1.18 -1.78
H 3.55 -1.59 -0.03
H 2.95 0.02 -0.59
C 0.83 1.86 -2.66
C 2.03 2.58 -2.74
C 2.36 2.98 -4.04
C 1.64 2.48 -5.21
C 0.67 1.50 -4.98
C 0.36 1.04 -3.72
O 0.08 2.23 -1.65
H 1.05 0.69 -0.19
H 2.45 2.90 -1.78
H 3.20 3.68 -4.08
H 1.81 2.70 -6.32
H 0.07 1.02 -5.77
H -0.41 0.27 -3.55
N -1.09 3.59 2.87
C -1.90 2.67 3.56
C -2.20 1.67 2.71
N -1.49 1.91 1.50
C -0.86 3.10 1.63
H -0.76 4.48 3.21
H -2.26 2.86 4.57
H -2.95 0.91 2.76
H -0.41 3.64 0.77
```

Results
- 2S+1: 6
- Net charge: +3
- Gap between HOMO and LUMO (spin up / spin down): 4.34 / 3.52 eV
- <S²>: 9.04

Atom charges from the Mulliken analysis, given in e for atoms 1 to 4: Sm 0.897; P 1.018; P 1.026; P 1.260

Entry 2:
# C19H27NO6

A molecular structure, C19H27NO6 in a non-equilibrium geometry (ωB97M-V/def2-TZVPD, the Open Molecules 2025 dataset).

XYZ file:
```
53
C19H27NO6 | the Open Molecules 2025 dataset | ωB97M-V/def2-TZVPD
C -7.61 -0.66 -0.27
C -6.14 -1.32 -0.25
H -6.11 -1.93 0.56
H -6.00 -1.88 -1.21
O -5.32 -0.45 -0.19
C -4.10 -0.68 0.14
C -3.61 -2.00 0.20
C -2.18 -2.07 0.05
C -1.36 -1.00 0.30
C -1.78 0.23 0.45
C -3.23 0.71 0.33
O -3.89 1.82 0.26
C -2.98 2.71 0.35
C -2.31 3.36 -0.82
H -3.10 3.36 -1.76
H -1.87 4.18 -0.62
H -1.59 2.34 -1.12
H -2.29 2.74 1.34
H -3.61 3.78 0.68
H -1.15 1.12 0.74
C 0.10 -1.19 0.45
O 0.81 -0.18 0.88
O 0.54 -2.35 0.53
C 1.89 -2.61 0.71
H 2.10 -3.56 0.21
H 2.41 -2.27 1.49
C 2.62 -2.15 -0.67
O 2.22 -2.04 -1.82
N 3.58 -1.19 -0.33
C 4.13 -0.74 0.94
H 4.42 -1.44 1.43
H 3.24 -0.19 1.24
C 5.32 0.29 0.76
C 5.66 0.68 2.08
H 5.95 -0.06 2.77
H 4.88 1.54 2.57
H 6.53 1.52 1.80
O 5.00 1.38 0.17
C 4.25 1.11 -1.27
C 2.74 1.78 -1.10
H 2.33 1.02 -0.32
H 2.24 1.67 -1.93
H 2.82 2.64 -0.85
C 4.18 -0.58 -1.54
H 5.14 -0.75 -1.84
H 3.76 -0.71 -2.45
H 4.89 1.45 -2.06
H 6.27 -0.45 0.36
H -1.73 -3.00 0.01
H -4.30 -2.65 -0.09
H -7.86 -0.07 0.52
H -8.40 -1.37 -0.57
H -7.49 0.11 -1.27
```

Results
- Net charge: 0
- Gap between HOMO and LUMO: 8.33 eV

Atom charges from the Mulliken analysis, given in e for atoms 1 to 4: C -1.318; C -0.634; H 0.559; H 0.389

Entry 3:
# C4H6BNO2S

A single C4H6BNO2S molecule in a non-equilibrium geometry (ωB97M-V/def2-TZVPD, the Open Molecules 2025 dataset).

XYZ file:
```
15
C4H6BNO2S | the Open Molecules 2025 dataset | ωB97M-V/def2-TZVPD
B 1.94 0.22 0.70
C -1.33 0.56 -1.70
C -0.45 1.53 -2.24
C 0.97 1.07 -0.09
C -0.95 -0.08 -0.52
N -1.34 -0.98 0.39
O 1.60 -1.06 0.86
O 3.16 0.76 1.27
S 1.00 1.92 -1.48
H -2.35 0.50 -2.13
H -0.70 1.95 -3.21
H -0.61 -1.62 0.56
H -1.92 -0.74 1.18
H 2.21 -1.51 1.46
H 3.78 0.30 1.84
```

Results
- Net charge: 0
- Gap between HOMO and LUMO: 7.50 eV

Atom charges from the Mulliken analysis, given in e for atoms 1 to 4: B 0.494; C -0.319; C -0.209; C -0.144

Entry 4:
# C3H5N3O

A single C3H5N3O molecule in a non-equilibrium geometry (ωB97M-V/def2-TZVPD, the Open Molecules 2025 dataset).

XYZ file:
```
12
C3H5N3O | the Open Molecules 2025 dataset | ωB97M-V/def2-TZVPD
H -1.03 0.02 2.31
N -1.11 -0.92 1.54
C -0.55 -0.82 0.46
N -0.81 -1.69 -0.72
C -0.17 -1.08 -1.66
O 0.54 -0.02 -1.22
N 0.69 -0.07 0.14
C 0.56 1.33 0.43
H -0.06 -1.61 -2.70
H -0.11 1.99 -0.27
H 0.27 1.39 1.43
H 1.78 1.50 0.27
```

Results
- Net charge: 0
- Gap between HOMO and LUMO: 10.32 eV

Atom charges from the Mulliken analysis, given in e for atoms 1 to 4: H 0.287; N -0.595; C 0.467; N -0.460

Entry 5:
# C3H5NS

A single C3H5NS molecule in a non-equilibrium geometry (ωB97M-V/def2-TZVPD, the Open Molecules 2025 dataset).

XYZ file:
```
10
C3H5NS | the Open Molecules 2025 dataset | ωB97M-V/def2-TZVPD
S -2.55 -0.25 0.00
C -1.30 0.75 -0.18
N -0.13 0.30 -0.71
C 0.38 -0.91 -0.18
C 1.13 0.22 0.26
H -1.32 1.87 -0.05
H 0.67 -1.50 -1.03
H -0.07 -1.29 0.60
H 2.26 0.42 -0.01
H 0.94 0.40 1.30
```

Results
- Net charge: 0
- Gap between HOMO and LUMO: 8.88 eV

Atom charges from the Mulliken analysis, given in e for atoms 1 to 4: S -0.290; C -0.063; N -0.275; C -0.511

Entry 6:
# C26H37Cl3N6OPdS

A molecular structure, C26H37Cl3N6OPdS (ωB97M-V/def2-TZVPD, the Open Molecules 2025 dataset).

XYZ file:
```
75
C26H37Cl3N6OPdS | the Open Molecules 2025 dataset | ωB97M-V/def2-TZVPD
Pd -0.08 -0.06 0.07
C 1.64 1.35 -2.02
C 0.85 2.47 -1.37
N 0.07 2.03 -0.17
C -1.33 2.53 -0.14
C -2.22 1.58 -0.90
N -2.15 0.26 -0.23
C -2.80 -0.84 -0.98
C -1.84 -1.49 -1.97
C -1.03 -2.61 -1.33
N -0.24 -2.15 -0.14
C 1.16 -2.66 -0.12
C 2.04 -1.72 -0.91
N 1.97 -0.39 -0.26
C 2.62 0.70 -1.04
H 2.18 1.75 -2.88
H 0.96 0.59 -2.41
H 0.15 2.91 -2.09
H 1.52 3.27 -1.06
H 0.54 2.40 0.66
H -1.39 3.55 -0.53
H -1.64 2.56 0.91
H -1.89 1.46 -1.93
H -3.25 1.96 -0.92
H -2.61 0.35 0.67
H -3.70 -0.46 -1.48
H -3.13 -1.57 -0.25
H -1.16 -0.73 -2.37
H -2.38 -1.89 -2.83
H -0.35 -3.05 -2.05
H -1.71 -3.40 -1.00
H -0.69 -2.51 0.70
H 1.22 -3.68 -0.50
H 1.49 -2.67 0.92
H 1.71 -1.61 -1.94
H 3.07 -2.09 -0.92
H 2.45 -0.46 0.64
H 3.50 0.31 -1.55
H 2.97 1.44 -0.32
Cl 3.99 -6.38 5.71
C 3.74 -4.68 5.63
C 2.73 -4.17 4.82
C 2.56 -2.80 4.76
C 3.36 -1.91 5.49
C 3.14 -0.43 5.43
C 1.70 0.01 5.69
N 0.78 -0.22 4.58
C -0.29 -1.07 4.57
C -0.84 -0.98 3.33
N -0.12 -0.08 2.57
C 0.84 0.35 3.36
O 3.56 0.25 4.23
C 4.12 -0.43 3.12
C 5.48 -1.00 3.33
C 5.92 -2.20 2.87
Cl 5.04 -3.33 1.91
S 7.55 -2.52 3.28
C 7.68 -1.02 4.09
C 6.52 -0.31 4.03
C 4.35 -2.47 6.30
Cl 5.39 -1.48 7.27
C 4.55 -3.84 6.37
H 2.11 -4.84 4.25
H 1.78 -2.41 4.12
H 3.70 0.03 6.24
H 1.70 1.08 5.89
H 1.30 -0.50 6.56
H -0.58 -1.64 5.44
H -1.72 -1.47 2.95
H 1.60 1.07 3.11
H 4.19 0.37 2.37
H 3.44 -1.20 2.73
H 8.60 -0.75 4.56
H 6.39 0.65 4.49
H 5.33 -4.24 7.00
```

Results
- Net charge: +2
- Gap between HOMO and LUMO: 6.77 eV

Atom charges from the Mulliken analysis, given in e for atoms 1 to 4: Pd 0.590; C -0.242; C -0.912; N -0.084

Entry 7:
# C47H59N4O5RbSSi

A molecular structure, C47H59N4O5RbSSi in a non-equilibrium geometry (ωB97M-V/def2-TZVPD, the Open Molecules 2025 dataset).

XYZ file:
```
118
C47H59N4O5RbSSi | the Open Molecules 2025 dataset | ωB97M-V/def2-TZVPD
Rb -0.13 -0.48 -0.97
C -1.75 -1.05 3.40
C -0.52 -0.13 3.38
C -0.12 0.24 4.81
C -0.86 1.14 2.60
O 0.56 -0.74 2.68
Si 1.66 -1.91 3.10
S 2.27 -2.92 1.44
O 0.88 -2.78 4.30
C 1.34 -3.76 5.22
C 1.59 -3.06 6.55
C 0.21 -4.78 5.36
C 2.62 -4.48 4.77
O 2.85 -1.18 4.04
C 3.93 -0.31 3.68
C 5.11 -1.07 3.06
C 4.40 0.31 5.00
C 3.46 0.79 2.73
H -2.56 -0.58 3.96
H -1.49 -2.00 3.87
H -2.08 -1.24 2.38
H -0.96 0.72 5.33
H 0.72 0.94 4.79
H 0.18 -0.65 5.37
H -1.63 1.71 3.14
H -1.24 0.90 1.61
H 0.03 1.76 2.48
H 0.66 -2.60 6.91
H 2.33 -2.27 6.40
H 1.96 -3.76 7.31
H -0.71 -4.28 5.69
H 0.48 -5.56 6.09
H 0.03 -5.25 4.40
H 3.46 -3.78 4.75
H 2.49 -4.86 3.76
H 2.84 -5.30 5.45
H 5.51 -1.80 3.77
H 5.90 -0.36 2.78
H 4.77 -1.61 2.17
H 4.65 -0.49 5.71
H 3.60 0.92 5.43
H 5.29 0.93 4.83
H 3.09 0.34 1.80
H 4.29 1.47 2.49
H 2.65 1.36 3.18
O -3.52 3.79 -6.09
C -4.30 2.69 -6.06
O -5.28 2.67 -6.75
C -3.88 1.58 -5.17
C -2.58 1.45 -4.66
C -2.27 0.42 -3.80
C -3.23 -0.51 -3.41
C -4.52 -0.39 -3.94
C -4.83 0.63 -4.81
N -2.83 -1.44 -2.45
C -3.42 -2.51 -2.21
C -2.98 -3.40 -1.12
C -3.63 -4.61 -0.92
C -3.21 -5.43 0.12
C -2.14 -5.02 0.89
C -1.53 -3.80 0.60
N -1.95 -3.00 -0.37
H -2.87 3.75 -5.38
H -1.80 2.14 -4.94
H -1.26 0.31 -3.41
H -5.29 -1.08 -3.62
H -5.83 0.75 -5.20
H -4.26 -2.87 -2.83
H -4.44 -4.90 -1.57
H -3.70 -6.38 0.31
H -1.77 -5.63 1.71
H -0.66 -3.47 1.15
C 3.75 -0.24 -1.37
N 2.73 0.45 -2.15
C 2.77 1.88 -1.90
C 2.84 0.14 -3.57
C 2.49 -1.31 -3.86
C 3.46 -2.18 -4.36
C 3.16 -3.52 -4.58
C 1.89 -3.98 -4.29
C 0.92 -3.10 -3.80
C 1.18 -1.74 -3.57
H 4.77 0.08 -1.65
H 3.67 -1.32 -1.53
H 3.60 -0.06 -0.30
H 3.74 2.33 -2.19
H 2.61 2.07 -0.83
H 1.97 2.38 -2.45
H 3.86 0.37 -3.94
H 2.14 0.78 -4.10
H 4.47 -1.81 -4.57
H 3.93 -4.20 -4.95
H 1.65 -5.04 -4.45
H -0.08 -3.50 -3.60
N -1.02 2.44 -0.78
C -1.43 3.57 -1.14
C -0.47 4.71 -1.49
C 0.05 4.79 -2.79
C 0.96 5.77 -3.14
C 1.38 6.71 -2.20
C 0.89 6.63 -0.90
C -0.02 5.64 -0.55
C -2.91 3.93 -1.31
C -3.81 2.92 -1.63
C -5.17 3.19 -1.79
C -5.66 4.47 -1.59
C -4.78 5.49 -1.25
C -3.41 5.22 -1.13
H -0.27 4.05 -3.52
H 1.34 5.82 -4.16
H 2.08 7.49 -2.48
H 1.22 7.34 -0.16
H -0.38 5.57 0.47
H -3.42 1.92 -1.75
H -5.85 2.38 -2.07
H -6.72 4.68 -1.70
H -5.15 6.50 -1.09
H -2.73 6.03 -0.89
```

Results
- Net charge: -2
- Gap between HOMO and LUMO: 4.58 eV

Atom charges from the Mulliken analysis, given in e for atoms 1 to 4: Rb 0.621; C -1.278; C 1.864; C -1.395

Entry 8:
# C20H26ClCoN3O8P2

A molecular structure, C20H26ClCoN3O8P2 (ωB97M-V/def2-TZVPD, the Open Molecules 2025 dataset).

XYZ file:
```
61
C20H26ClCoN3O8P2 | the Open Molecules 2025 dataset | ωB97M-V/def2-TZVPD
Co -1.07 -0.09 -0.12
C -0.57 1.28 4.08
C 0.51 1.39 3.01
O 1.69 1.99 3.52
P 0.94 -0.25 2.34
O 2.40 -0.04 1.84
O 1.07 -1.26 3.57
O 0.00 -0.85 1.33
P -0.11 2.51 1.68
O 1.21 2.83 0.82
O -0.73 3.70 2.27
O -0.96 1.62 0.77
H -0.22 0.68 4.93
H -1.48 0.83 3.69
H -0.82 2.29 4.42
H 1.77 1.80 4.46
H 2.75 -0.68 1.18
H 0.36 -1.92 3.62
H 1.73 3.55 1.22
C 1.69 0.63 -1.21
N 0.47 -0.17 -1.28
C 0.41 -1.15 -2.14
C -0.67 -2.04 -2.02
C -1.17 -3.14 -2.70
C -2.32 -3.54 -2.00
C -2.47 -2.65 -0.93
N -1.48 -1.75 -0.94
C 2.96 -0.16 -0.96
C 4.18 0.47 -1.17
C 5.37 -0.17 -0.89
C 5.36 -1.47 -0.39
C 4.15 -2.12 -0.19
C 2.95 -1.47 -0.47
H 1.56 1.36 -0.40
H 1.80 1.21 -2.13
H 1.20 -1.29 -2.87
H -0.75 -3.60 -3.58
H -2.96 -4.37 -2.23
H -3.25 -2.65 -0.19
H 4.19 1.49 -1.56
H 6.31 0.34 -1.06
H 6.29 -1.97 -0.17
H 4.13 -3.13 0.19
H 2.02 -1.99 -0.32
Cl -1.47 4.13 -3.53
C -2.21 2.70 -2.93
C -3.47 2.31 -3.37
C -4.01 1.15 -2.83
C -3.29 0.43 -1.90
N -2.08 0.83 -1.49
C -1.55 1.95 -1.98
H -4.00 2.89 -4.10
H -4.98 0.80 -3.14
H -3.67 -0.48 -1.47
H -0.59 2.26 -1.60
C -2.90 -1.19 2.04
O -2.72 -0.20 1.00
H -3.96 -1.40 2.15
H -2.50 -0.84 2.99
H -2.37 -2.09 1.74
H -2.71 0.69 1.37
```

Results
- Net charge: +1
- Gap between HOMO and LUMO: 7.91 eV

Atom charges from the Mulliken analysis, given in e for atoms 1 to 4: Co 0.260; C -1.809; C 1.393; O -0.630

Entry 9:
# C35H28CuF5N2O3P2S

A molecular structure, C35H28CuF5N2O3P2S (ωB97M-V/def2-TZVPD, the Open Molecules 2025 dataset).

XYZ file:
```
77
C35H28CuF5N2O3P2S | the Open Molecules 2025 dataset | ωB97M-V/def2-TZVPD
Cu -1.49 -0.77 -0.91
O 0.80 -0.62 -0.67
P 1.43 0.16 0.42
C 0.17 0.99 1.45
P -0.97 1.98 0.40
O -1.40 1.28 -0.84
C -0.11 3.52 0.02
C -0.16 3.96 -1.30
C 0.47 5.14 -1.66
C 1.15 5.88 -0.70
C 1.20 5.44 0.62
C 0.57 4.27 0.98
C -2.34 2.35 1.51
C -2.65 3.64 1.95
C -3.73 3.83 2.80
C -4.50 2.75 3.19
C -4.21 1.47 2.74
C -3.13 1.27 1.90
C 2.37 -0.92 1.53
C 2.08 -1.09 2.88
C 2.71 -2.11 3.59
C 3.61 -2.95 2.95
C 3.90 -2.77 1.60
C 3.29 -1.75 0.90
C 2.58 1.39 -0.23
C 3.53 2.01 0.58
C 4.47 2.85 0.01
C 4.47 3.06 -1.36
C 3.52 2.45 -2.17
C 2.57 1.61 -1.60
H 0.61 1.62 2.23
H -0.43 0.20 1.90
H -0.69 3.36 -2.03
H 0.44 5.48 -2.68
H 1.65 6.80 -0.98
H 1.73 6.02 1.36
H 0.59 3.94 2.01
H -2.04 4.48 1.63
H -3.97 4.83 3.14
H -5.35 2.91 3.85
H -4.82 0.63 3.05
H -2.90 0.28 1.53
H 1.37 -0.46 3.38
H 2.49 -2.24 4.64
H 4.07 -3.77 3.50
H 4.60 -3.43 1.10
H 3.50 -1.60 -0.15
H 3.53 1.83 1.65
H 5.22 3.32 0.63
H 5.23 3.69 -1.80
H 3.52 2.62 -3.23
H 1.83 1.11 -2.20
C -4.17 -3.98 -0.33
N -4.07 -3.42 -1.66
C -3.93 -4.12 -2.84
C -3.77 -3.23 -3.83
N -3.81 -1.98 -3.24
C -3.97 -2.10 -1.90
S -4.07 -0.84 -0.79
H -4.30 -5.06 -0.41
H -5.02 -3.54 0.19
H -3.26 -3.75 0.22
H -3.96 -5.20 -2.88
H -3.63 -3.37 -4.89
H -3.64 -1.10 -3.69
F 3.32 -5.23 -2.03
C 2.14 -4.65 -1.73
C 1.46 -4.98 -0.58
F 1.97 -5.89 0.25
C 0.26 -4.36 -0.28
F -0.37 -4.70 0.86
C -0.31 -3.35 -1.09
O -1.40 -2.73 -0.75
C 0.40 -3.09 -2.28
F -0.11 -2.20 -3.15
C 1.60 -3.70 -2.59
F 2.26 -3.37 -3.71
```

Results
- Net charge: 0
- Gap between HOMO and LUMO: 6.61 eV

Atom charges from the Mulliken analysis, given in e for atoms 1 to 4: Cu 0.482; O -0.343; P 0.981; C -1.804